The following is a DFT calculation (the ωB97M-V functional and the def2-TZVPD basis) of 3 unconnected molecules or ions with the total composition C4H11NO2 in a non-equilibrium geometry.

The SMILES is C=N/C=C/C.O.O. The total energy is -364.16383 a.u. The calculation puts the largest force on an atom at 2.9 eV Å⁻¹. The LUMO energy comes out at 0.7 eV. The HOMO-LUMO gap comes out at 9.668 eV. The value obtained for the relative energy (zero: lowest compared OMol25 entry of this formula, charge and spin) is 65.48 kcal/mol.

The geometry in ORCA input format:
```
! RIJCOSX wB97M-V def2-TZVPD def2/J DEFGRID3
* xyz 0 1
C -2.077 0.517 -0.048
N -1.458 0.384 -1.146
C -0.333 -0.467 -1.091
C 0.061 -1.177 -2.145
C 1.063 -2.288 -2.157
H -1.507 0.366 0.882
H -3.152 0.600 0.082
H 0.390 -0.299 -0.282
H -0.646 -1.103 -2.972
H 0.598 -3.161 -2.601
H 1.450 -2.478 -1.157
H 1.961 -1.993 -2.709
O -0.223 2.850 2.054
H -0.861 3.368 1.556
H 0.653 3.156 1.794
O 1.551 0.903 3.429
H 1.872 -0.004 3.438
H 0.657 0.826 3.076
*
```

Löwdin population analysis, charges in e, atoms 1 to 4: atom 1 (C): -0.06, atom 2 (N): -0.02, atom 3 (C): -0.22, atom 4 (C): -0.16

The following is a DFT calculation (the ωB97M-V functional and the def2-TZVPD basis) of a single C19H26N2O2S molecule.

The SMILES is CC1(C)CC(NS(=O)(=O)c2cccc3ccccc23)CC(C)(C)N1. The total energy is -1397.78891 a.u. The calculation puts the largest force on an atom at 0.7 eV Å⁻¹. The LUMO energy comes out at 0.0 eV. The HOMO-LUMO gap comes out at 8.639 eV. The value obtained for the relative energy (zero: lowest compared OMol25 entry of this formula, charge and spin) is 22.49 kcal/mol.

The geometry in ORCA input format:
```
! RIJCOSX wB97M-V def2-TZVPD def2/J DEFGRID3
* xyz 0 1
C 2.155 2.325 1.494
C 2.008 1.719 0.094
C 1.486 2.812 -0.845
C 0.988 0.544 0.125
C 1.662 -0.809 -0.097
N 0.743 -1.853 0.330
S -0.636 -2.020 -0.615
O -1.055 -3.385 -0.471
O -0.384 -1.535 -1.946
C -1.793 -0.998 0.301
C -1.969 -1.429 1.585
C -2.806 -0.729 2.464
C -3.447 0.400 2.033
C -3.292 0.863 0.711
C -3.952 2.024 0.256
C -3.797 2.460 -1.029
C -2.980 1.747 -1.921
C -2.325 0.617 -1.517
C -2.453 0.146 -0.192
C 2.962 -0.876 0.696
C 3.975 0.141 0.122
C 4.979 0.559 1.206
C 4.760 -0.513 -1.021
N 3.315 1.330 -0.417
H 2.367 1.564 2.238
H 1.232 2.826 1.776
H 2.963 3.052 1.493
H 1.359 2.423 -1.853
H 0.524 3.182 -0.497
H 2.191 3.639 -0.878
H 0.233 0.684 -0.648
H 0.480 0.516 1.090
H 1.875 -0.934 -1.170
H 1.186 -2.757 0.417
H -1.449 -2.318 1.903
H -2.934 -1.084 3.475
H -4.089 0.956 2.702
H -4.585 2.561 0.947
H -4.304 3.351 -1.369
H -2.873 2.099 -2.936
H -1.704 0.063 -2.202
H 3.385 -1.880 0.645
H 2.742 -0.658 1.741
H 5.519 -0.312 1.569
H 4.483 1.033 2.045
H 5.690 1.265 0.787
H 5.366 -1.334 -0.647
H 5.419 0.220 -1.481
H 4.087 -0.901 -1.783
H 3.250 1.244 -1.424
*
```

Löwdin population analysis, charges in e, atoms 1 to 4: atom 1 (C): -0.04, atom 2 (C): -0.54, atom 3 (C): -0.04, atom 4 (C): -0.08

The following is a DFT calculation (the ωB97M-V functional and the def2-TZVPD basis) of a molecular structure, C34H44ClFIrN3O7Si4 in a non-equilibrium geometry.

The total energy is -3835.10447 a.u. The calculation puts the largest force on an atom at 2.2 eV Å⁻¹. The LUMO energy (alpha / beta) comes out at -2.8 / -5.7 eV. The HOMO-LUMO gap (alpha / beta) comes out at 7.439 / 5.791 eV.

The geometry in ORCA input format:
```
! RIJCOSX wB97M-V def2-TZVPD def2/J DEFGRID3
* xyz 1 6
Ir 0.371 -0.700 -0.305
O -1.633 -5.823 -2.523
C -0.782 -5.371 -3.437
O -0.707 -5.808 -4.551
C 0.112 -4.208 -3.030
C 0.886 -3.452 -3.909
Cl 1.127 -3.634 -5.541
N 1.409 -2.408 -3.256
N 0.990 -2.376 -1.985
C 0.221 -3.457 -1.868
C -0.432 -3.559 -0.534
O -1.127 -4.528 -0.313
O -0.300 -2.548 0.306
C 2.203 -1.331 -3.788
C 1.696 -0.647 -4.894
C 2.418 0.408 -5.422
C 3.618 0.780 -4.849
C 4.100 0.121 -3.745
C 3.386 -0.953 -3.195
H -1.537 -5.340 -1.670
H 0.758 -0.961 -5.313
H 2.102 0.842 -6.353
H 4.164 1.574 -5.288
H 5.050 0.359 -3.251
H 3.777 -1.545 -2.386
C 3.705 -2.038 5.711
C 3.613 -0.509 5.692
C 2.902 -0.043 6.971
C 2.655 1.483 6.953
C 1.845 1.810 5.732
C 0.930 2.846 5.734
C 0.126 3.088 4.604
F -0.659 4.182 4.642
C 0.272 2.371 3.469
C 1.168 1.304 3.466
C 1.343 0.556 2.208
O 0.418 0.713 1.369
C 2.470 -0.243 2.101
C 3.151 -0.580 3.272
N 2.877 -0.056 4.476
C 1.970 1.016 4.566
C 2.999 -0.824 0.832
O 3.933 -1.582 0.805
O 2.362 -0.306 -0.209
H 4.337 -2.377 6.525
H 4.086 -2.444 4.783
H 2.700 -2.495 5.825
H 4.600 -0.069 5.708
H 3.510 -0.354 7.831
H 1.908 -0.547 7.045
H 3.617 2.011 6.908
H 2.136 1.790 7.859
H 0.848 3.476 6.580
H -0.304 2.620 2.614
H 3.891 -1.377 3.193
C -2.905 1.233 2.096
Si -3.406 0.223 0.623
C -5.036 0.896 -0.130
C -3.489 -1.612 1.044
Si -1.594 0.759 -1.247
Si -0.930 2.934 -1.699
C -2.479 3.899 -2.077
C 0.045 2.934 -3.291
C 0.028 3.768 -0.330
Si -2.871 -0.394 -2.844
C -3.339 -2.156 -2.332
C -4.252 0.717 -3.525
C -1.474 -0.403 -4.156
H -3.645 0.946 2.830
H -2.915 2.308 1.908
H -1.940 0.900 2.456
H -5.789 0.936 0.670
H -5.446 0.275 -0.925
H -4.823 1.917 -0.464
H -4.086 -1.643 1.982
H -2.533 -2.133 1.266
H -4.018 -2.233 0.337
H -2.962 3.575 -2.994
H -2.160 4.940 -2.218
H -3.176 3.887 -1.231
H -0.528 2.671 -4.208
H 0.921 2.295 -3.247
H 0.409 3.948 -3.341
H -0.625 4.242 0.412
H 0.621 4.539 -0.835
H 0.750 3.059 0.161
H -4.311 -2.135 -1.778
H -2.669 -2.681 -1.659
H -3.475 -2.760 -3.228
H -5.188 0.576 -2.981
H -4.397 0.464 -4.553
H -3.896 1.760 -3.438
H -0.707 0.323 -3.939
H -1.880 -0.185 -5.121
H -1.112 -1.445 -4.154
*
```

Löwdin population analysis, charges in e, atoms 1 to 4: atom 1 (Ir): 1.38, atom 2 (O): 0.14, atom 3 (C): -0.48, atom 4 (O): 0.10

The following is a DFT calculation (the ωB97M-V functional and the def2-TZVPD basis) of a single C3H3N molecule in a non-equilibrium geometry.

The total energy is -170.67307 a.u. The calculation puts the largest force on an atom at 2.6 eV Å⁻¹. The LUMO energy (alpha / beta) comes out at 0.2 / -0.5 eV. The HOMO-LUMO gap (alpha / beta) comes out at 8.803 / 6.728 eV. The value obtained for the relative energy (zero: lowest compared OMol25 entry of this formula, charge and spin) is 98.55 kcal/mol.

The geometry in ORCA input format:
```
! RIJCOSX wB97M-V def2-TZVPD def2/J DEFGRID3
* xyz 0 1
C 0.158 -0.401 0.885
C 1.391 -0.474 0.322
C -0.960 0.073 0.066
N -1.377 0.782 -0.812
H -0.049 -0.659 1.900
H 1.819 -0.517 -0.688
H -0.982 1.195 -1.673
*
```

Löwdin population analysis, charges in e, atoms 1 to 4: atom 1 (C): -0.29, atom 2 (C): 0.10, atom 3 (C): -0.11, atom 4 (N): 0.13

The following is a DFT calculation (the ωB97M-V functional and the def2-TZVPD basis) of a molecular structure, H43O21 in a non-equilibrium geometry.

The total energy is -1605.04345 a.u. The calculation puts the largest force on an atom at 3.6 eV Å⁻¹. The LUMO energy (alpha / beta) comes out at -6.0 / -13.3 eV. The HOMO-LUMO gap (alpha / beta) comes out at 9.235 / 1.899 eV. The value obtained for the relative energy (zero: lowest compared OMol25 entry of this formula, charge and spin) is 64.84 kcal/mol.

The geometry in ORCA input format:
```
! RIJCOSX wB97M-V def2-TZVPD def2/J DEFGRID3
* xyz 2 2
O -2.042 0.395 -1.064
H -1.066 5.302 0.328
H -1.661 -0.327 -0.582
O 3.695 1.551 2.618
H 3.939 2.227 2.000
H -1.889 0.299 -2.016
O -1.694 -1.296 1.295
H -1.730 -2.009 0.602
H 3.464 -3.463 -1.008
O -3.529 3.108 -2.006
H 4.251 -3.321 0.322
H -1.961 0.461 0.983
O 0.839 0.611 1.885
H 0.842 2.652 2.807
H 1.084 -0.313 2.019
O 3.371 -3.196 -0.058
H -2.726 2.810 -1.521
H 4.059 -0.253 3.328
O 0.355 1.611 4.697
H 1.622 1.038 1.494
H -0.657 1.606 4.762
O -4.043 -2.228 -1.395
H -4.330 -3.133 -1.494
H -3.894 -1.747 -2.194
O 1.191 1.372 -1.809
H 1.439 0.383 -1.674
H 2.026 1.904 -1.815
O 0.931 3.276 2.081
H -1.890 4.149 0.433
H 0.661 4.212 2.146
O -0.265 2.383 0.078
H 0.362 1.858 -0.549
H -0.736 1.623 1.055
O -1.504 0.512 -4.204
H -2.224 1.151 -4.038
H -1.430 0.604 -5.189
O 3.987 -1.935 -2.369
H 0.255 2.974 0.819
H 4.017 -1.021 -2.759
O 3.249 -0.770 3.247
H 3.085 -1.341 2.504
H 2.484 -1.512 -1.478
O 1.179 -2.432 1.608
H 1.690 -3.240 1.322
H 2.975 1.864 3.155
O 1.742 -3.363 -2.875
H -4.396 2.871 -1.719
O -4.939 0.199 -2.098
H -4.237 0.643 -1.544
H -4.898 -0.674 -1.720
O 1.765 -0.993 -1.121
H 1.642 -1.278 -0.204
H 3.667 -2.372 -3.203
O -1.802 1.302 1.565
H 0.845 0.914 5.117
H -1.125 0.966 2.234
O -1.681 -3.558 0.172
H -2.720 -3.590 0.195
H -1.331 -3.486 -0.724
O -1.443 4.753 1.057
H -2.337 -1.569 1.957
H 0.213 -2.630 1.543
H 2.062 -3.821 -3.664
H 1.187 -2.713 -3.338
*
```

Löwdin population analysis, charges in e, atoms 1 to 4: atom 1 (O): -0.02, atom 2 (H): 0.08, atom 3 (H): 0.00, atom 4 (O): 0.07

The following is a DFT calculation (the ωB97M-V functional and the def2-TZVPD basis) of a molecular structure, C24H65N5O9V2 in a non-equilibrium geometry.

The total energy is -3791.84715 a.u. The calculation puts the largest force on an atom at 6.4 eV Å⁻¹. The LUMO energy (alpha / beta) comes out at -5.9 / -5.1 eV. The HOMO-LUMO gap (alpha / beta) comes out at 4.534 / 6.173 eV.

The geometry in ORCA input format:
```
! RIJCOSX wB97M-V def2-TZVPD def2/J DEFGRID3
* xyz 1 4
O 19.582 3.832 -1.504
V 20.252 4.248 -0.200
O 21.710 7.575 2.920
V 21.161 7.500 1.391
C 19.769 5.051 3.942
C 20.722 4.403 2.976
O 20.769 5.108 1.767
H 19.991 6.111 4.064
H 19.661 4.539 4.898
H 18.776 5.139 3.500
H 20.392 3.396 2.720
H 21.707 4.152 3.372
C 19.396 6.609 -3.079
C 20.223 7.240 -1.965
O 20.444 6.514 -0.753
H 19.787 5.728 -3.588
H 19.174 7.387 -3.810
H 18.440 6.356 -2.621
H 19.850 8.213 -1.647
H 21.129 7.602 -2.451
C 22.060 0.914 1.243
C 20.808 0.772 0.364
C 20.170 -0.630 0.573
O 19.756 -0.809 1.916
C 19.288 -2.133 2.253
N 19.882 1.979 0.571
H 22.670 1.798 1.055
H 22.676 0.027 1.092
H 21.905 1.003 2.319
H 21.257 0.830 -0.628
H 20.880 -1.409 0.294
H 19.274 -0.579 -0.045
H 19.938 -2.915 1.860
H 18.278 -2.181 1.846
H 19.136 -2.394 3.301
H 19.073 1.458 0.265
H 19.687 1.988 1.561
C 24.394 6.698 5.070
C 24.011 5.867 6.329
C 23.733 6.735 7.591
O 23.691 5.984 8.813
C 24.973 5.472 9.251
N 22.741 5.156 6.110
H 24.685 5.968 4.315
H 25.173 7.377 5.417
H 23.549 7.274 4.692
H 24.841 5.184 6.510
H 22.847 7.359 7.467
H 24.452 7.554 7.611
H 25.616 6.133 9.833
H 25.485 4.914 8.467
H 24.656 4.710 9.962
H 22.812 4.351 5.505
H 22.555 4.691 6.988
C 29.816 2.164 3.200
C 28.446 1.870 3.624
C 27.334 2.439 2.795
O 26.119 2.645 3.492
C 25.044 3.065 2.617
N 28.382 0.405 3.642
H 30.023 1.786 2.198
H 30.583 1.650 3.778
H 30.007 3.226 3.351
H 28.407 2.270 4.637
H 27.167 1.942 1.840
H 27.609 3.485 2.660
H 24.233 3.649 3.053
H 24.616 2.263 2.016
H 25.465 3.539 1.730
H 28.772 0.283 4.566
H 27.409 0.202 3.824
C 17.425 8.800 0.624
C 17.973 8.668 2.049
C 16.917 8.546 3.122
O 17.569 8.336 4.412
C 16.966 7.121 4.933
N 18.880 7.544 2.200
H 16.618 8.101 0.402
H 18.230 8.812 -0.110
H 16.790 9.662 0.419
H 18.586 9.533 2.302
H 16.252 7.777 2.729
H 16.286 9.419 3.285
H 15.905 7.214 5.169
H 17.210 6.985 5.987
H 17.090 6.254 4.284
H 18.309 6.769 1.894
H 18.706 7.457 3.191
C 15.271 1.393 3.074
C 16.209 1.544 4.196
C 17.566 0.936 3.749
O 18.385 1.164 4.896
C 19.679 0.518 4.777
N 16.268 3.028 4.382
H 15.730 1.711 2.138
H 14.304 1.890 3.000
H 15.172 0.326 2.875
H 15.810 1.114 5.115
H 17.849 1.497 2.858
H 17.482 -0.127 3.525
H 20.319 1.147 4.158
H 19.662 -0.472 4.323
H 20.072 0.243 5.756
H 17.130 3.339 4.808
H 16.233 3.446 3.463
*
```

Löwdin population analysis, charges in e, atoms 1 to 4: atom 1 (O): -0.40, atom 2 (V): 0.84, atom 3 (O): -0.26, atom 4 (V): 1.27